Density functional theory data (ωB97M-V with the def2-TZVPD basis set) for the molecule C19H22F3N5O5S in a non-equilibrium geometry.

Structure (ORCA input):
```
! wB97M-V def2-TZVPD RIJCOSX def2/J DEFGRID3
* xyz 0 1
S -2.68 2.48 -0.23
F 5.80 -1.14 -0.18
F 5.37 0.26 -1.76
F 4.68 -1.76 -1.91
O -2.94 2.50 1.18
O -2.76 3.71 -0.96
O 3.94 1.97 -0.16
O 4.19 0.77 1.72
O 2.06 -2.69 -0.90
N 2.58 -0.02 -1.31
N -5.03 -2.20 0.24
N -5.27 -0.28 -1.09
N -3.77 1.46 -1.01
N 3.19 -1.42 0.59
C 0.97 0.88 0.29
C -0.79 1.29 -1.82
C -6.89 -2.05 -1.28
C 2.27 -3.50 1.36
C -0.25 1.48 0.52
C 3.01 3.81 1.15
C 2.47 -2.53 0.22
C -4.17 0.24 -0.54
C -3.94 -1.70 0.80
C 4.86 -0.75 -1.05
C 0.43 0.70 -2.05
C 3.55 -0.35 -0.32
C 3.93 0.88 0.56
C 4.25 3.21 0.50
C -3.45 -0.45 0.44
C 1.34 0.50 -1.00
C -3.25 -2.53 1.83
C -1.12 1.68 -0.53
C -5.65 -1.48 -0.68
H -3.86 -3.41 2.05
H 1.76 -3.00 2.19
H -2.28 -2.86 1.45
H 5.03 3.02 1.25
H 4.64 3.85 -0.29
H 2.58 -0.65 -2.11
H -1.48 1.46 -2.62
H 0.71 0.38 -3.04
H -0.55 1.78 1.51
H -7.75 -1.77 -0.67
H 3.23 -3.86 1.71
H -7.04 -1.64 -2.28
H -2.58 -0.02 0.89
H 1.63 0.70 1.13
H 2.67 3.18 1.96
H -3.08 -1.96 2.73
H 3.52 -1.31 1.54
H -6.83 -3.13 -1.31
H 3.25 4.79 1.54
H 1.67 -4.34 1.02
H -4.40 1.89 -1.67
H 2.22 3.91 0.41
*
```

LUMO level = 0.4 eV
SMILES = CCOC(=O)[C@@](NC(C)=O)(Nc1ccc(S(=O)(=O)Nc2cc(C)nc(C)n2)cc1)C(F)(F)F

---

Density functional theory data (ωB97M-V with the def2-TZVPD basis set) for the molecule C3H9NS in a non-equilibrium geometry.

Structure (ORCA input):
```
! wB97M-V def2-TZVPD RIJCOSX def2/J DEFGRID3
* xyz 0 1
S 0.94 1.31 -2.22
N -0.26 -0.48 2.15
C 0.03 0.09 -1.52
C 0.43 -0.16 -0.04
C -0.76 -0.56 0.81
H 0.67 0.95 0.20
H 0.20 -0.91 -2.03
H 0.31 0.36 2.23
H -1.02 0.17 -1.54
H 0.54 2.48 -1.69
H 1.37 -0.68 0.10
H -1.29 -1.49 0.68
H -1.63 0.22 0.76
H 0.47 -1.27 2.10
*
```

LUMO level = 0.9 eV
SMILES = NCCCS

---

no.,gap between HOMO and LUMO (eV)
1,9.34
2,9.69